{
  "formula": "C26H37N5O5",
  "method": "the ωB97M-V functional and the def2-TZVPD basis",
  "elements": ["C", "C", "O", "C", "O", "N", "C", "C", "C", "N", "C", "C", "N", "C", "C", "C", "N", "C", "C", "N", "C", "C", "C", "C", "O", "C", "C", "C", "C", "C", "C", "O", "C", "O", "C", "C", "H", "H", "H", "H", "H", "H", "H", "H", "H", "H", "H", "H", "H", "H", "H", "H", "H", "H", "H", "H", "H", "H", "H", "H", "H", "H", "H", "H", "H", "H", "H", "H", "H", "H", "H", "H", "H"],
  "positions_angstrom": [[3.474, 3.266, 0.160], [2.771, 4.171, 1.162], [1.377, 3.888, 1.251], [0.610, 4.390, 0.254], [1.043, 5.043, -0.666], [-0.706, 4.119, 0.437], [-1.200, 3.187, 1.425], [-1.470, 1.831, 0.773], [-2.457, 1.994, -0.393], [-2.656, 0.736, -1.082], [-3.645, -0.119, -0.763], [-3.934, -1.446, -1.094], [-3.292, -2.371, -1.827], [-3.730, -3.749, -1.863], [-2.929, -4.645, -0.911], [-1.428, -4.648, -1.223], [-0.839, -3.336, -0.998], [-0.572, -3.049, 0.400], [-0.323, -1.545, 0.557], [0.768, -1.091, -0.280], [2.037, -0.930, 0.285], [2.169, -0.160, 1.441], [3.404, 0.091, 2.009], [4.560, -0.411, 1.423], [5.830, -0.212, 1.885], [6.005, 0.595, 3.022], [4.439, -1.178, 0.266], [3.204, -1.439, -0.288], [0.620, -1.534, -1.645], [0.355, -3.042, -1.769], [-5.221, -1.403, -0.379], [-6.130, -2.184, -0.215], [-4.878, 0.020, 0.023], [-5.342, 0.890, 0.726], [-1.931, 3.041, -1.378], [-1.629, 4.354, -0.651], [3.291, 2.220, 0.397], [4.544, 3.456, 0.186], [3.106, 3.474, -0.841], [3.150, 4.010, 2.174], [2.905, 5.220, 0.879], [-0.467, 3.094, 2.225], [-2.130, 3.591, 1.837], [-1.884, 1.143, 1.511], [-0.528, 1.422, 0.397], [-3.431, 2.302, 0.000], [-1.864, 0.386, -1.605], [-2.280, -2.286, -1.900], [-4.788, -3.782, -1.599], [-3.610, -4.112, -2.890], [-3.304, -5.666, -0.996], [-3.100, -4.314, 0.114], [-1.289, -4.904, -2.277], [-0.928, -5.424, -0.621], [-1.436, -3.328, 1.003], [0.305, -3.613, 0.763], [-0.105, -1.323, 1.600], [-1.238, -1.018, 0.267], [1.294, 0.274, 1.901], [3.448, 0.694, 2.902], [7.079, 0.631, 3.195], [5.631, 1.611, 2.856], [5.512, 0.166, 3.901], [5.337, -1.572, -0.184], [3.161, -2.052, -1.175], [1.496, -1.242, -2.224], [-0.250, -1.010, -2.068], [0.184, -3.296, -2.818], [1.228, -3.611, -1.408], [-2.663, 3.214, -2.167], [-1.009, 2.673, -1.836], [-1.171, 5.073, -1.331], [-2.550, 4.777, -0.240]],
  "e_above_lowest_ev": 3.413,
  "homo_lumo_gap_ev": 8.18,
  "fmax_ev_per_a": 0.76,
  "total_energy_ha": -1662.91640,
  "smiles": "CCOC(=O)N1CCC(Nc2c(NCCCN3CCN(c4ccc(OC)cc4)CC3)c(=O)c2=O)CC1"
}